(1)
{
  "formula": "C3H4O2",
  "method": "the ωB97M-V functional and the def2-TZVPD basis",
  "elements": ["C", "C", "C", "O", "O", "H", "H", "H", "H"],
  "xyz": [[-0.846, -0.039, 0.080], [0.348, -0.583, -0.093], [1.541, 0.199, -0.054], [3.914, 0.458, -0.069], [2.887, -0.379, 0.036], [-1.597, -0.778, -0.023], [-0.867, 1.050, 0.252], [0.601, -1.697, -0.228], [1.700, 1.315, -0.044]],
  "mulliken_charge": [-0.747, 0.158, -0.211, -0.351, 0.005, 0.292, 0.264, 0.237, 0.353],
  "de_lowest_ev": 6.181,
  "largest_force_ev_per_a": 4.32,
  "total_charge": 0,
  "orbital_gap_ev": [7.708, 9.637],
  "lumo_ev": [-0.777, -0.711]
}


(2)
{
  "formula": "C3H4O2",
  "method": "the ωB97M-V functional and the def2-TZVPD basis",
  "elements": ["C", "C", "O", "C", "O", "H", "H", "H", "H"],
  "xyz": [[0.711, -0.581, -0.563], [-0.141, -0.211, 0.538], [-0.179, -0.884, 1.552], [-0.866, 1.001, 0.244], [-0.176, 1.956, 0.520], [0.043, -1.124, -1.353], [1.480, -1.326, -0.308], [1.132, 0.307, -0.850], [-2.003, 0.860, 0.219]],
  "mulliken_charge": [-0.960, 0.713, -0.540, -0.014, -0.395, 0.257, 0.260, 0.398, 0.282],
  "de_lowest_ev": 1.874,
  "largest_force_ev_per_a": 4.13,
  "smiles": "CC(=O)C=O",
  "total_charge": 0,
  "orbital_gap_ev": 9.770,
  "lumo_ev": -0.019
}


(3)
{
  "formula": "C3H4O2",
  "method": "the ωB97M-V functional and the def2-TZVPD basis",
  "elements": ["O", "C", "C", "C", "O", "H", "H", "H", "H"],
  "xyz": [[2.177, -0.600, -0.393], [1.019, -0.335, -0.395], [0.136, 0.793, 0.063], [-0.865, -0.383, 0.227], [-0.036, -1.190, -0.638], [-0.197, 1.407, -0.776], [0.527, 1.423, 0.861], [-1.874, -0.247, -0.155], [-0.887, -0.868, 1.206]],
  "mulliken_charge": [-0.520, 0.544, -0.370, -0.261, -0.341, 0.204, 0.273, 0.244, 0.226],
  "de_lowest_ev": 0.709,
  "largest_force_ev_per_a": 0.66,
  "total_charge": 0,
  "orbital_gap_ev": 11.590,
  "lumo_ev": 0.868
}


(4)
{
  "formula": "C3H4O2",
  "method": "the ωB97M-V functional and the def2-TZVPD basis",
  "elements": ["O", "C", "C", "C", "O", "H", "H", "H", "H"],
  "xyz": [[-0.878, -0.450, -1.444], [0.231, -0.540, -0.674], [-0.196, -0.018, 1.098], [-0.139, 0.693, 2.163], [0.993, -0.113, 2.106], [-1.141, 0.470, -1.575], [0.533, -1.568, -0.537], [1.037, 0.157, -0.885], [-0.581, 1.197, 2.986]],
  "mulliken_charge": [-0.461, -0.179, -0.110, -0.024, -0.445, 0.342, 0.284, 0.251, 0.343],
  "de_lowest_ev": 5.852,
  "largest_force_ev_per_a": 4.19,
  "smiles": "OCC1=CO1",
  "total_charge": 0,
  "orbital_gap_ev": 8.179,
  "lumo_ev": 0.482
}


What are the E_tot values for these records? In order: -7264.5049 -7268.8122 -7269.9766 -7264.8341 eV.